Entry 1:
ORCA calculation (ωB97M-V/def2-TZVPD) on one molecule with the formula C4H10N2O2S.

Output
largest force on an atom	0.039	hartree/bohr
lowest unoccupied orbital energy (spin up / spin down)	-1.83 / -0.86	eV
E_tot	-22216.589	eV
relative energy (zero: lowest compared OMol25 entry of this formula, charge and spin)	317.4	kJ/mol
frontier orbital gap (spin up / spin down)	7.96 / 9.41	eV

CARTESIAN COORDINATES (ANGSTROEM)
C  -0.7478  -0.1360  -1.3981
C  -0.4306  1.0767  -0.5133
C  0.3582  -1.1653  -1.4096
C  -0.2640  1.7640  1.7928
N  0.9410  -0.8431  1.2869
N  -0.6901  0.8227  0.8435
O  -0.7878  -2.5065  0.5644
O  1.6075  -2.9054  0.1215
S  0.4962  -1.9855  0.2192
H  -1.6462  -0.6147  -1.0071
H  -0.9363  0.2067  -2.4181
H  0.5812  1.4714  -0.7105
H  -1.1391  1.8791  -0.7870
H  0.1314  -1.9806  -2.0907
H  1.3361  -0.7568  -1.6560
H  -0.0875  1.2490  2.7362
H  0.6140  2.3607  1.5071
H  -1.1132  2.4427  1.9584
H  1.7769  -0.3791  0.9603

Entry 2:
ORCA calculation (ωB97M-V/def2-TZVPD) on C42H41NO3P2STi as an isolated structure.

Output
largest force on an atom	0.050	hartree/bohr
lowest unoccupied orbital energy	-7.42	eV
E_tot	-104363.618	eV
relative energy (zero: lowest compared OMol25 entry of this formula, charge and spin)	0.0	kJ/mol
charge	+2
frontier orbital gap	5.43	eV

CARTESIAN COORDINATES (ANGSTROEM)
Ti  -0.4528  0.5354  -0.1895
C  6.8294  -0.7758  -3.4043
C  6.2298  0.3943  -3.6565
C  5.8119  0.9090  -5.0063
C  5.5177  -0.1492  -6.0974
C  4.4963  -1.1881  -5.7151
C  4.7143  -2.3513  -5.0914
C  6.0401  -2.8941  -4.6404
C  7.1731  -1.8684  -4.3841
C  -1.8608  -0.9720  0.0730
H  7.1530  -0.9834  -2.3734
H  6.1084  1.1099  -2.8324
H  6.5877  1.5904  -5.3995
H  4.9063  1.5229  -4.8802
H  5.0900  0.4083  -6.9463
H  6.4596  -0.5747  -6.4657
H  3.4722  -0.9539  -6.0406
H  3.8752  -3.0474  -4.9625
H  6.4121  -3.6259  -5.3793
H  5.8897  -3.4607  -3.7082
H  7.9966  -2.4422  -3.9279
H  7.5630  -1.4957  -5.3397
H  -1.5312  -1.5247  0.9765
H  -2.0315  -1.6536  -0.7694
H  -2.8121  -0.4573  0.3138
P  2.0318  1.0232  -0.4216
P  0.2526  -0.9659  -2.0655
C  2.5184  0.5405  -2.0881
C  1.7029  -0.2408  -2.8292
C  2.2720  2.8394  -0.3726
C  3.1034  3.5052  -1.2860
C  3.1956  4.9018  -1.2412
C  2.4239  5.6365  -0.3335
C  1.5878  4.9697  0.5701
C  1.5620  3.5747  0.5902
C  3.3712  0.3748  0.6532
C  3.4174  -1.0065  0.9284
C  4.4265  -1.5158  1.7484
C  5.4025  -0.6667  2.2868
C  5.3737  0.6998  1.9900
C  4.3666  1.2173  1.1712
C  -1.0802  -0.7621  -3.3123
C  -1.6888  0.5009  -3.4297
C  -2.7445  0.6747  -4.3279
C  -3.1844  -0.3921  -5.1197
C  -2.5691  -1.6456  -5.0081
C  -1.5198  -1.8363  -4.1036
C  0.6109  -2.7504  -2.0113
C  -0.0030  -3.5736  -1.0484
C  0.2323  -4.9490  -1.0613
C  1.1169  -5.5099  -1.9908
C  1.7596  -4.6858  -2.9230
C  1.5119  -3.3110  -2.9323
H  3.4947  0.8732  -2.4489
H  1.8713  -0.4629  -3.8862
H  3.6773  2.9416  -2.0232
H  3.8704  5.4190  -1.9242
H  2.4767  6.7269  -0.3199
H  0.9616  5.5308  1.2657
H  0.9769  3.0459  1.3485
H  2.6728  -1.6812  0.4944
H  4.4616  -2.5858  1.9600
H  6.1931  -1.0660  2.9239
H  6.1399  1.3694  2.3850
H  4.3515  2.2823  0.9295
H  -1.3499  1.3502  -2.8182
H  -3.2180  1.6539  -4.4159
H  -4.0013  -0.2465  -5.8294
H  -2.9019  -2.4773  -5.6316
H  -1.0412  -2.8133  -4.0048
H  -0.6710  -3.1299  -0.3107
H  -0.2825  -5.5883  -0.3422
H  1.3004  -6.5861  -1.9931
H  2.4478  -5.1157  -3.6527
H  2.0184  -2.6706  -3.6562
O  -1.6307  1.9924  0.6015
C  -1.2534  1.6259  1.8034
N  -0.2161  0.7309  1.8174
S  0.1180  0.0887  3.3711
O  -0.1218  -1.3305  3.2924
O  1.3826  0.6177  3.8187
C  -1.2247  1.0080  4.0319
C  -1.7053  0.9086  5.3279
C  -2.8345  1.6651  5.6597
C  -3.4527  2.4962  4.7032
C  -2.9650  2.5868  3.4037
C  -1.8108  1.8535  3.0878
H  -1.1906  0.2664  6.0399
H  -3.2304  1.6072  6.6716
H  -4.3328  3.0745  4.9888
H  -3.4354  3.1864  2.6244